This record from the OMol25 dataset describes a structure of composition C37H83B2BrClN2O29PSi2 at a distorted geometry. The level of theory is ωB97M-V/def2-TZVPD.

Summary:
E, Eh: -7755.55379
Strongest force on any atom, eV/Å: 4.4
HOMO energy, eV: -8.86
2S+1: 1
Kohn-Sham gap, eV: 8.55

Each line ends with the Löwdin charge.
Element x y z (Å)
C (7.019394, -5.050675, 6.899882)  -0.13
C (6.396705, -5.051523, 5.383818)  -0.25
C (5.275957, -3.892001, 5.089377)  -0.28
O (3.885812, -4.352638, 5.228874)  -0.34
Si (3.238196, -5.001836, 3.730013)  -0.03
Br (4.798761, -5.973644, 2.351370)  0.41
O (1.953077, -6.186041, 3.949715)  -0.42
Si (2.041974, -6.983372, 5.512843)  0.68
B (0.420344, -6.433073, 6.483918)  -0.49
N (-0.198440, -7.325649, 7.559183)  0.05
O (-0.244881, -5.151737, 6.151902)  -0.04
B (2.084268, -8.940183, 5.397834)  -0.47
O (0.814162, -9.716625, 5.184847)  -0.02
N (3.353141, -9.778348, 5.511417)  -0.19
C (4.401646, -9.126269, 6.388846)  -0.16
C (3.955227, -9.971170, 4.129206)  -0.11
P (2.410779, -3.275893, 2.566781)  0.51
O (2.600402, -3.790780, 0.879417)  -0.47
Cl (0.319524, -3.072316, 2.873036)  0.28
H (8.135475, -5.455996, 6.801135)  0.09
H (6.431448, -5.873982, 7.533033)  0.08
H (7.018628, -4.012909, 7.440786)  0.07
H (5.909956, -6.116434, 5.162360)  0.07
H (7.237555, -4.926815, 4.546001)  0.12
H (5.441675, -3.316098, 4.057105)  0.12
H (5.428910, -3.051615, 5.923411)  0.13
H (3.188475, -6.611988, 6.332928)  0.00
H (-0.214336, -6.796987, 8.472196)  0.08
H (-1.185581, -7.554334, 7.243550)  0.09
H (0.045787, -4.409352, 6.777081)  0.13
H (0.684575, -10.371808, 5.950447)  0.12
H (3.961853, -8.692304, 7.409416)  0.11
H (5.006983, -8.266140, 5.824840)  0.08
H (5.180971, -9.961790, 6.735201)  0.11
H (4.675035, -9.113840, 3.785857)  0.08
H (4.556910, -10.999606, 4.110451)  0.11
H (3.027475, -10.112722, 3.392037)  0.12
H (2.362881, -4.777696, 0.802186)  0.05
C (-6.938707, -4.959225, 4.814531)  -0.07
C (-6.258983, -6.309990, 4.672948)  -0.22
O (-5.177450, -6.243234, 3.735544)  0.02
C (-4.031470, -5.680628, 4.198863)  -0.55
O (-3.850408, -5.244647, 5.324787)  0.11
O (-3.133856, -5.659242, 3.183898)  0.00
C (-1.912177, -4.999768, 3.509001)  -0.12
H (-7.244530, -4.577102, 3.835330)  0.08
H (-7.819569, -5.034449, 5.458218)  0.08
H (-6.260682, -4.216924, 5.246788)  0.07
H (-6.976626, -7.036285, 4.276971)  0.12
H (-5.912876, -6.693254, 5.639866)  0.12
H (-1.468748, -5.409321, 4.422289)  0.06
H (-2.087462, -3.923848, 3.613282)  0.07
H (-1.210169, -5.157732, 2.685910)  0.05
C (-0.546345, -1.029551, 0.318488)  -0.09
C (-1.710087, -1.905876, -0.110926)  -0.22
O (-2.739208, -1.123767, -0.729078)  0.02
C (-2.504213, -0.752901, -2.014261)  -0.55
O (-1.514172, -1.031888, -2.671951)  0.11
O (-3.546421, 0.007262, -2.429317)  -0.02
C (-3.379655, 0.548464, -3.737900)  -0.05
H (-0.895993, -0.206854, 0.950388)  0.08
H (0.194558, -1.613313, 0.871835)  -0.01
H (-0.050276, -0.576827, -0.545533)  0.08
H (-2.156037, -2.373713, 0.773139)  0.12
H (-1.384922, -2.715513, -0.774528)  0.13
H (-3.144684, -0.234370, -4.466197)  0.10
H (-2.596017, 1.313303, -3.726195)  0.09
H (-4.320068, 1.021194, -4.033528)  0.10
C (-2.247384, 8.033418, -2.189054)  -0.07
C (-1.813965, 7.004257, -3.218428)  -0.22
O (-1.142518, 5.904562, -2.591748)  0.02
C (-1.945764, 4.997638, -1.977954)  -0.55
O (-3.164808, 5.038757, -1.924939)  0.11
O (-1.156284, 4.055366, -1.407721)  -0.01
C (-1.873081, 3.090150, -0.641133)  -0.04
H (-1.396963, 8.345736, -1.574544)  0.08
H (-2.675732, 8.913128, -2.677456)  0.08
H (-2.997038, 7.621129, -1.506695)  0.07
H (-1.096422, 7.461985, -3.907581)  0.12
H (-2.659432, 6.651945, -3.820652)  0.12
H (-2.676897, 2.632794, -1.226934)  0.09
H (-2.272984, 3.558085, 0.264582)  0.10
H (-1.174269, 2.303466, -0.344424)  0.09
C (0.261419, 4.268181, -6.024504)  -0.06
C (1.739989, 4.480534, -6.299048)  -0.21
O (1.938314, 5.132314, -7.559503)  0.02
C (1.712315, 6.471436, -7.571136)  -0.55
O (1.369491, 7.149552, -6.615521)  0.10
O (1.903530, 6.918690, -8.835937)  -0.01
C (1.600666, 8.301085, -9.010164)  -0.05
H (-0.213525, 3.740823, -6.857992)  0.08
H (0.116873, 3.689035, -5.108205)  0.08
H (-0.262781, 5.222332, -5.913215)  0.06
H (2.239192, 3.507942, -6.363678)  0.12
H (2.226406, 5.039351, -5.491128)  0.13
H (2.136855, 8.921271, -8.284679)  0.10
H (0.519905, 8.457502, -8.928356)  0.09
H (1.917812, 8.595500, -10.014148)  0.10
C (-7.639554, 8.867637, -6.920888)  -0.07
C (-7.413700, 7.398809, -7.234211)  -0.22
O (-6.317724, 7.231470, -8.141807)  0.02
C (-5.079352, 7.336812, -7.594269)  -0.55
O (-4.830627, 7.549845, -6.418122)  0.10
O (-4.167792, 7.195168, -8.586899)  0.00
C (-2.819763, 7.384365, -8.162493)  -0.05
H (-7.756470, 9.445027, -7.843565)  0.08
H (-8.532342, 8.999096, -6.303185)  0.08
H (-6.786271, 9.295156, -6.385433)  0.07
H (-8.301418, 6.994518, -7.732027)  0.12
H (-7.258315, 6.808990, -6.323398)  0.13
H (-2.577580, 6.745360, -7.307228)  0.09
H (-2.652291, 8.438388, -7.917149)  0.10
H (-2.160342, 7.113071, -8.991233)  0.09
C (4.143758, 3.115901, 2.596867)  -0.06
C (3.405158, 1.817872, 2.872961)  -0.22
O (4.254839, 0.877367, 3.541084)  0.02
C (4.438670, 1.091237, 4.869589)  -0.55
O (3.944160, 1.993968, 5.526176)  0.11
O (5.291785, 0.145896, 5.333103)  -0.02
C (5.650365, 0.315164, 6.702726)  -0.05
H (5.075345, 2.921703, 2.055745)  0.07
H (3.524012, 3.796052, 2.005920)  0.08
H (4.417448, 3.622646, 3.527394)  0.08
H (3.111520, 1.359628, 1.922643)  0.12
H (2.486404, 1.987970, 3.446171)  0.12
H (4.763868, 0.396343, 7.339901)  0.10
H (6.287899, 1.198666, 6.813081)  0.10
H (6.219645, -0.563682, 7.017043)  0.08
C (-6.959117, -1.764375, -1.092093)  -0.06
C (-8.122859, -2.640699, -1.521508)  -0.22
O (-9.151980, -1.858591, -2.139659)  0.02
C (-8.916985, -1.487725, -3.424842)  -0.55
O (-7.926944, -1.766712, -4.082532)  0.11
O (-9.959194, -0.727562, -3.839899)  -0.01
C (-9.792427, -0.186360, -5.148481)  -0.05
H (-7.308766, -0.941678, -0.460193)  0.08
H (-6.218214, -2.348137, -0.538746)  0.08
H (-6.463048, -1.311651, -1.956115)  0.07
H (-8.568810, -3.108536, -0.637443)  0.12
H (-7.797694, -3.450337, -2.185110)  0.12
H (-9.557456, -0.969194, -5.876778)  0.10
H (-9.008789, 0.578479, -5.136776)  0.10
H (-10.732840, 0.286370, -5.444109)  0.09
C (7.885323, 4.676888, -2.676192)  -0.07
C (8.085932, 3.176823, -2.803462)  -0.22
O (8.937009, 2.683805, -1.761590)  0.02
C (8.351304, 2.533366, -0.545540)  -0.55
O (7.184365, 2.771324, -0.276837)  0.10
O (9.295993, 2.102548, 0.325252)  -0.01
C (8.834719, 1.997679, 1.670364)  -0.05
H (8.850038, 5.192421, -2.632253)  0.08
H (7.312930, 5.064399, -3.523606)  0.08
H (7.348984, 4.929096, -1.756243)  0.07
H (8.587698, 2.958207, -3.752015)  0.12
H (7.130700, 2.639182, -2.812812)  0.12
H (7.928091, 1.387465, 1.734563)  0.09
H (8.657735, 2.997267, 2.081101)  0.10
H (9.616577, 1.514015, 2.261984)  0.09

Atoms 1-2, force components in eV/Å:
0.3 -1.3 -0.4
-0.2 -0.2 -1.0